Entry 1:
{
  "formula": "C4H12OS",
  "method": "ωB97M-V/def2-TZVPD",
  "symbols": ["C", "C", "S", "C", "H", "H", "H", "H", "H", "H", "H", "H", "C", "O", "H", "H", "H", "H"],
  "coordinates": [[0.9608, 0.5520, -1.7343], [0.7519, -0.5514, -0.6852], [1.2712, -0.0426, 0.9613], [2.1628, -1.4308, 1.7152], [0.1049, 0.3939, -2.4140], [1.8186, 0.4444, -2.3948], [0.9368, 1.5226, -1.2436], [-0.3148, -0.7732, -0.5414], [1.0570, -1.5162, -1.0821], [2.6997, -2.0444, 0.9978], [2.7454, -1.1882, 2.6106], [1.5529, -2.1697, 2.2827], [-2.6159, 0.7040, 0.2037], [-2.8612, 2.1053, -0.1012], [-3.2774, 0.5291, 1.0391], [-2.8190, 0.2486, -0.7622], [-1.6014, 0.5304, 0.5376], [-2.5723, 2.6864, 0.6107]],
  "smiles": "CCSC.CO",
  "multiplicity": 1,
  "e_above_lowest_kcal_mol": 38.9,
  "gap_ev": 9.366,
  "total_energy_ev": -17223.85793,
  "e_lumo_ev": 0.88,
  "homo_ev": -8.48
}

***

Entry 2:
{
  "formula": "C36H81F2N3O13PS",
  "method": "ωB97M-V/def2-TZVPD",
  "symbols": ["C", "C", "C", "O", "C", "F", "O", "C", "F", "C", "N", "C", "C", "C", "C", "C", "C", "C", "S", "C", "N", "N", "C", "O", "P", "O", "O", "O", "C", "C", "C", "C", "C", "C", "C", "C", "O", "C", "H", "H", "H", "H", "H", "H", "H", "H", "H", "H", "H", "H", "H", "H", "H", "H", "H", "H", "H", "H", "H", "H", "H", "H", "H", "H", "H", "H", "H", "H", "H", "H", "H", "H", "H", "H", "H", "H", "H", "H", "H", "H", "H", "H", "H", "C", "C", "O", "H", "H", "H", "H", "H", "H", "C", "C", "O", "H", "H", "H", "H", "H", "H", "C", "C", "O", "H", "H", "H", "H", "H", "H", "C", "C", "O", "H", "H", "H", "H", "H", "H", "C", "C", "O", "H", "H", "H", "H", "H", "H", "C", "C", "O", "H", "H", "H", "H", "H", "H"],
  "coordinates": [[5.8694, -0.7961, 4.0727], [5.9999, -0.1474, 2.6216], [4.5196, 0.2952, 2.2358], [4.6001, 1.2980, 1.1923], [3.3949, 1.9562, 0.9792], [2.3574, 1.1559, 1.4369], [3.3693, 3.1719, 1.7386], [2.1545, 3.8793, 1.6407], [1.2977, 3.5036, 2.6976], [1.3302, 3.7463, 0.3088], [2.0572, 3.1690, -0.8734], [1.0476, 2.5177, -1.7715], [0.4125, 1.1678, -1.2953], [-1.1165, 1.3450, -0.8356], [-1.3619, 0.2237, 0.2611], [-2.8748, 0.0928, 0.7049], [-3.5183, -1.1375, -0.0917], [-4.0495, -0.5716, -1.4734], [-5.7289, -1.1483, -1.9589], [-6.7246, -1.1511, -0.4555], [-7.6540, -2.0010, 0.0150], [-7.9914, -1.4363, 1.2208], [-7.2924, -0.3238, 1.4589], [-6.4529, -0.0828, 0.3784], [2.6182, 4.6215, -1.8113], [1.5182, 5.3651, -2.4373], [3.7608, 4.1923, -2.9436], [3.4124, 5.6876, -0.7936], [3.3068, 2.3946, -0.5376], [3.7907, 1.3121, -1.5675], [3.4841, -0.1955, -1.2383], [2.7746, -1.0034, -2.4288], [3.6089, -2.2450, -2.9138], [3.9910, -3.2660, -1.7834], [2.7894, -4.1483, -1.2503], [2.5427, -3.7409, 0.2705], [1.2031, -4.0374, 0.6856], [0.3344, -2.9472, 0.4324], [5.7653, -0.0187, 4.8698], [6.7385, -1.4696, 4.3010], [4.9645, -1.4737, 4.0634], [6.3401, -0.9894, 1.9584], [6.6914, 0.7293, 2.6090], [4.0148, -0.6555, 1.9019], [4.0756, 0.6825, 3.1957], [2.3786, 4.9638, 1.8164], [0.3789, 3.1969, 0.5592], [0.9847, 4.7836, 0.0270], [1.4198, 2.3788, -2.8261], [0.1930, 3.2461, -1.8793], [0.3575, 0.4918, -2.1948], [0.9557, 0.5961, -0.5093], [-1.3405, 2.3771, -0.4672], [-1.7639, 1.0833, -1.7104], [-1.0431, -0.7395, -0.2359], [-0.6964, 0.3359, 1.1571], [-3.3979, 1.0546, 0.4769], [-2.9785, -0.0740, 1.8134], [-4.3146, -1.5585, 0.5695], [-2.7724, -1.9637, -0.2521], [-3.3447, -0.9339, -2.2782], [-3.9861, 0.5514, -1.5279], [-7.3015, 0.3453, 2.3374], [4.6071, 4.2536, -2.4459], [3.8401, 5.2126, -0.0513], [4.1273, 3.1768, -0.5703], [3.4626, 1.5012, -2.6289], [4.9144, 1.3955, -1.6238], [2.8750, -0.3999, -0.3283], [4.4622, -0.7354, -1.0858], [2.5922, -0.3339, -3.3172], [1.7681, -1.3423, -2.0735], [4.5034, -1.9146, -3.5182], [2.9636, -2.8116, -3.6495], [4.4868, -2.8108, -0.8878], [4.7556, -3.9751, -2.2155], [3.1482, -5.2149, -1.2057], [1.8637, -4.0924, -1.8732], [2.8358, -2.6621, 0.4476], [3.2133, -4.3383, 0.9530], [-0.1431, -2.9794, -0.5975], [0.8501, -1.9379, 0.4825], [-0.5214, -2.8803, 1.1594], [-0.4618, 7.4990, -4.2197], [-1.8108, 7.9660, -4.7320], [-2.8611, 7.4017, -3.9524], [-0.3951, 6.4099, -4.2552], [0.3503, 7.9213, -4.8153], [-0.3213, 7.7935, -3.1759], [-1.9567, 7.6518, -5.7659], [-1.8877, 9.0570, -4.6887], [-2.7346, 7.6900, -3.0413], [-11.4317, -2.5455, -3.2651], [-9.9887, -2.9379, -3.0197], [-9.1553, -1.7827, -2.9982], [-11.5280, -2.0123, -4.2136], [-12.0767, -3.4255, -3.2882], [-11.7863, -1.8716, -2.4818], [-9.6296, -3.5938, -3.8135], [-9.8859, -3.4633, -2.0639], [-9.4697, -1.2102, -2.2889], [-3.7625, 2.4889, 3.8263], [-2.6901, 3.3216, 3.1499], [-3.1037, 3.6758, 1.8317], [-3.9631, 1.5832, 3.2502], [-3.4577, 2.2047, 4.8354], [-4.7028, 3.0432, 3.8871], [-1.7595, 2.7565, 3.0719], [-2.4915, 4.2372, 3.7156], [-3.9213, 4.1815, 1.9096], [10.4270, -4.0789, 4.6544], [9.8497, -2.7601, 4.1784], [8.6747, -2.4340, 4.9181], [9.6939, -4.8803, 4.5421], [11.3235, -4.3399, 4.0887], [10.6845, -4.0276, 5.7154], [9.5740, -2.8219, 3.1244], [10.5770, -1.9512, 4.2984], [8.9237, -2.3708, 5.8478], [8.0744, -5.4063, 0.2285], [7.5643, -4.0986, -0.3444], [6.3599, -3.7039, 0.3105], [7.3252, -6.1920, 0.1143], [8.9927, -5.7200, -0.2714], [8.2740, -5.3077, 1.2992], [7.3459, -4.2065, -1.4076], [8.3079, -3.3042, -0.2231], [6.5594, -3.6005, 1.2489], [-13.0750, -1.0591, 0.7659], [-13.3749, -2.5460, 0.7546], [-12.6721, -3.1867, -0.3049], [-13.3593, -0.6044, -0.1856], [-13.6152, -0.5572, 1.5714], [-12.0038, -0.8820, 0.8982], [-14.4404, -2.7196, 0.6010], [-13.0823, -3.0088, 1.7026], [-11.7298, -3.0388, -0.1599]],
  "multiplicity": 1,
  "gap_ev": 7.278,
  "total_energy_ev": -95281.77291,
  "e_lumo_ev": -3.26,
  "charge": 1,
  "homo_ev": -10.54
}

***

Entry 3:
{
  "formula": "C8H42O17",
  "method": "ωB97M-V/def2-TZVPD",
  "symbols": ["O", "H", "H", "O", "H", "H", "O", "H", "H", "O", "H", "H", "O", "H", "H", "O", "H", "H", "O", "H", "H", "O", "H", "H", "O", "H", "H", "C", "C", "O", "O", "H", "H", "H", "H", "H", "H", "C", "C", "O", "O", "H", "H", "H", "H", "H", "H", "C", "C", "O", "O", "H", "H", "H", "H", "H", "H", "C", "C", "O", "O", "H", "H", "H", "H", "H", "H"],
  "coordinates": [[-0.1930, -6.0710, 22.4450], [0.3430, -6.2100, 23.1840], [-0.0800, -6.7300, 21.8080], [-3.5410, -11.1460, 22.8630], [-2.9390, -11.8760, 22.9720], [-3.7160, -11.3390, 21.9230], [3.2660, -11.9440, 22.7270], [2.5560, -11.6050, 23.2790], [3.0900, -11.5860, 21.8550], [-0.4850, -10.7480, 21.4640], [-1.1850, -11.3830, 21.2890], [0.3290, -11.0680, 21.1120], [-2.4410, -6.7140, 24.3030], [-2.7450, -7.5950, 24.4840], [-1.8220, -6.7450, 23.5830], [-1.8860, -13.1510, 21.4450], [-2.5480, -13.8380, 21.3070], [-1.0860, -13.4640, 21.8400], [-2.8150, -8.6770, 20.9760], [-2.4940, -9.0220, 21.8090], [-2.1600, -8.0550, 20.6030], [2.3210, -8.4270, 23.1510], [3.2020, -8.6910, 23.4770], [2.0520, -7.7660, 23.7550], [0.6300, -8.3560, 21.0740], [1.3800, -8.3760, 21.7280], [0.1120, -9.1300, 21.2560], [-5.3180, -8.0270, 22.7170], [-5.4000, -8.4560, 24.0860], [-4.1410, -9.0970, 24.5550], [-6.4240, -7.1650, 22.5540], [-5.4770, -8.8130, 21.9690], [-4.3630, -7.4990, 22.5240], [-6.1770, -9.1840, 24.1810], [-5.6850, -7.7000, 24.7870], [-3.9490, -9.9290, 24.0670], [-6.4390, -6.9090, 21.6160], [0.8510, -15.8540, 21.2580], [1.4530, -14.5280, 21.3710], [0.4740, -13.8600, 22.1590], [1.5370, -16.5690, 20.2470], [-0.1070, -15.7400, 20.7850], [0.6510, -16.3000, 22.2290], [1.4160, -13.8600, 20.4820], [2.4450, -14.5750, 21.8910], [0.9280, -13.1770, 22.6150], [1.0310, -17.3450, 20.0730], [2.2180, -6.3740, 25.7550], [2.6110, -4.9480, 25.5600], [3.5810, -4.4740, 26.4230], [1.0920, -6.7030, 24.9780], [1.9130, -6.4120, 26.8180], [3.0970, -7.0550, 25.5990], [1.7170, -4.2770, 25.7480], [2.9220, -4.8060, 24.5710], [3.9410, -3.6400, 26.0570], [0.3430, -6.2070, 25.3290], [-0.2530, -10.9520, 24.7050], [-0.6530, -9.4470, 24.9460], [-0.7950, -8.9670, 23.6200], [1.0770, -10.8660, 24.2500], [-0.8760, -11.4720, 23.8940], [-0.3370, -11.4590, 25.6580], [0.1520, -8.8690, 25.3670], [-1.4700, -9.2710, 25.5290], [-0.5690, -9.7200, 23.0950], [1.3070, -9.9250, 24.2320]],
  "multiplicity": 1,
  "e_above_lowest_kcal_mol": 11.3,
  "gap_ev": 9.486,
  "total_energy_ev": -43782.09443,
  "e_lumo_ev": 0.02,
  "homo_ev": -9.47
}